[1]
Density functional theory data (ωB97M-V/def2-TZVPD) for a single C26H20N2O4S molecule.

```
53
Properties=species:S:1:pos:R:3:forces:R:3
O 4.149241 4.612951 -1.378696 0.103 -0.053 0.092
C 3.419544 4.750944 -2.337451 -0.159 -0.044 -0.126
N 2.256361 4.058844 -2.533414 -0.155 0.192 -0.408
C 1.651175 3.107981 -1.709864 -0.103 -0.275 0.373
C 0.494640 2.484098 -2.177090 0.132 0.054 0.072
C -0.153087 1.543160 -1.406021 0.077 -0.023 0.142
C 0.337723 1.201234 -0.146875 0.300 0.316 -0.127
N -0.371941 0.246167 0.589691 -0.409 -0.174 -0.121
C -0.077352 -0.285330 1.809412 -0.143 -0.045 -0.139
O 0.910679 -0.022519 2.461293 0.126 0.005 0.061
C -1.093391 -1.275779 2.294980 -0.176 -0.171 0.222
C -2.453055 -1.172759 2.010595 0.213 -0.037 0.054
C -3.336786 -2.110920 2.516237 -0.246 -0.083 -0.004
C -2.860614 -3.140075 3.303985 -0.392 -0.356 0.114
S -4.004046 -4.384301 3.926110 0.015 0.003 -0.063
O -3.731553 -4.611662 5.319238 0.346 -0.117 -0.114
O -5.336142 -4.003993 3.536935 0.165 0.029 -0.325
C -3.513703 -5.841716 2.996164 -0.116 0.514 0.317
C -2.758795 -6.822381 3.608251 0.033 0.012 0.208
C -2.354766 -7.922487 2.869348 -0.011 0.000 -0.017
C -2.707634 -8.022615 1.532732 0.023 -0.037 0.015
C -3.467432 -7.031570 0.929659 -0.032 0.076 0.003
C -3.872699 -5.930558 1.665192 -0.110 0.016 -0.139
C -1.517669 -3.246698 3.613400 0.106 0.031 0.057
C -0.635772 -2.307356 3.113411 -0.015 0.065 -0.061
C 1.491776 1.823180 0.320411 -0.162 -0.175 0.095
C 2.140963 2.765595 -0.452202 0.073 0.161 -0.179
C 3.738606 5.700716 -3.445555 0.170 0.263 -0.146
C 5.080471 5.913466 -3.748501 -0.097 -0.097 0.103
C 5.440215 6.788499 -4.755920 0.028 -0.003 -0.008
C 4.462765 7.474031 -5.458663 -0.036 0.047 -0.025
C 3.126531 7.287907 -5.144812 -0.033 0.062 -0.111
C 2.761754 6.403888 -4.144943 0.061 -0.109 0.084
H 1.780467 4.216211 -3.411089 0.208 0.011 0.143
H 0.101282 2.739572 -3.151502 -0.043 0.016 -0.091
H -1.049058 1.068532 -1.782411 -0.085 -0.040 -0.045
H -1.193350 -0.111514 0.122224 0.174 -0.026 0.177
H -2.837557 -0.347164 1.428683 -0.029 0.062 -0.039
H -4.397283 -2.054168 2.325705 -0.105 0.063 -0.063
H -2.515884 -6.714877 4.653867 0.071 -0.044 0.119
H -1.768663 -8.700256 3.334905 0.040 -0.053 0.049
H -2.393466 -8.881026 0.957839 0.029 -0.066 -0.046
H -3.744769 -7.119341 -0.109940 -0.031 0.005 -0.075
H -4.476708 -5.149103 1.231198 -0.075 0.060 -0.137
H -1.183844 -4.047867 4.253636 0.136 -0.088 0.068
H 0.417029 -2.348118 3.347954 0.069 -0.007 0.037
H 1.878996 1.564725 1.291137 0.016 0.002 0.014
H 3.034431 3.240369 -0.084020 0.012 0.000 0.012
H 5.827517 5.379606 -3.180812 0.058 -0.031 0.059
H 6.483001 6.940842 -4.990787 0.083 0.001 -0.018
H 4.741075 8.161362 -6.243687 0.022 0.056 -0.059
H 2.364771 7.837023 -5.678655 -0.052 0.046 -0.029
H 1.716005 6.295252 -3.891280 -0.072 -0.013 0.027
```
Positions in Å, forces in eV/Å.

Properties
* LUMO level: -0.163 eV
* HOMO energy: -8.137 eV
* ΔE to the lowest compared entry with this formula, charge and spin: 0.00 kcal per mole
* SMILES: O=C(Nc1ccc(NC(=O)c2ccc(S(=O)(=O)c3ccccc3)cc2)cc1)c1ccccc1
* net charge: 0

=====

[2]
Density functional theory data (ωB97M-V/def2-TZVPD) for a molecular structure, C26H20N3O3PbS2.

```
55
Properties=species:S:1:pos:R:3:forces:R:3
Pb -0.027830 -0.584691 -2.259741 -0.217 0.682 -0.332
C -1.055041 5.183723 0.104273 1.614 0.645 -2.049
C -1.369637 3.903618 -0.562039 -0.212 -1.464 -1.024
N -0.260233 3.273128 -1.197920 -0.095 1.357 -0.181
N 0.608086 2.845526 -0.441917 -0.045 -0.057 0.597
C 1.770563 2.361770 -1.068646 1.112 -0.834 -0.536
S 1.840791 1.713667 -2.644197 -0.058 0.480 1.347
S 3.182530 2.366833 -0.081197 -0.323 -0.333 -0.740
C 2.784332 3.120472 1.548118 -0.259 -1.164 -0.443
C 3.088713 2.160198 2.692278 -0.494 -0.172 -1.106
C 2.778305 0.815490 2.539112 -0.228 -0.308 0.223
C 3.026263 -0.037520 3.602465 -0.359 -1.277 0.424
C 3.658086 0.397759 4.768405 0.182 -0.363 -0.279
C 4.096418 1.709109 4.839815 -1.724 0.459 -0.427
C 3.687769 2.613701 3.848701 0.407 -0.582 0.188
C -2.557305 3.248891 -0.677863 -0.875 0.762 0.467
C -3.731144 3.829653 -0.061492 -0.731 -0.893 0.189
C -4.880979 3.106048 0.055777 0.676 0.243 0.306
C -4.929393 1.758673 -0.434823 0.792 -0.438 -0.930
C -3.903147 1.206055 -1.169075 0.033 -0.085 0.182
C -2.659697 1.931664 -1.323971 -0.384 0.637 0.773
O -1.655332 1.494199 -1.895945 0.575 -1.234 -0.407
H -0.299685 4.881787 0.815393 0.244 0.394 0.642
H -1.867479 5.734451 0.516046 -0.525 0.057 0.422
H -0.528593 5.876416 -0.657864 -0.719 -1.083 1.143
H 1.748208 3.424259 1.392121 0.205 0.342 0.680
H 3.517795 3.886254 1.577340 0.111 1.301 0.140
H 2.274265 0.458973 1.632819 0.260 0.001 0.450
H 2.683314 -1.091498 3.592590 0.218 0.831 -0.353
H 3.761702 -0.305103 5.609057 0.187 0.469 -0.488
H 4.467067 2.105672 5.746400 0.670 0.240 0.764
H 3.768522 3.670409 3.994767 0.490 0.478 0.092
H -3.625689 4.795193 0.396628 -0.249 0.228 0.023
H -5.744457 3.453392 0.616899 0.233 0.211 -0.213
H -5.826249 1.193220 -0.214876 0.048 -0.138 -0.155
H -3.854161 0.185551 -1.599014 -0.551 0.715 0.463
O 1.446864 -2.027153 1.404279 0.258 -0.262 0.557
C 0.971226 -1.900756 0.309019 0.101 -0.899 0.141
O 0.733923 -0.761241 -0.237383 -0.397 1.163 -0.970
C 0.584901 -3.159739 -0.484896 0.408 0.337 1.484
C 0.752527 -4.398618 0.181759 -0.236 -0.834 -0.975
C 0.381190 -5.522527 -0.512244 0.314 -1.227 1.201
C -0.250338 -5.456610 -1.770887 0.563 1.863 -0.099
C -0.637680 -6.565121 -2.511784 -1.240 -1.771 -0.901
C -1.305177 -6.440518 -3.738984 0.463 -0.194 1.194
C -1.519006 -5.145194 -4.248456 0.244 -0.194 0.126
C -1.015442 -4.024522 -3.598612 -0.573 -0.950 0.436
C -0.412182 -4.131235 -2.315212 0.237 -0.598 -1.053
N 0.076566 -3.001576 -1.676280 -0.646 -1.231 -0.094
H 1.186595 -4.539316 1.165247 -0.013 0.677 -0.176
H 0.572027 -6.527284 -0.037260 -0.320 1.120 -0.655
H -0.526904 -7.582304 -2.064719 0.075 0.991 -0.406
H -1.695756 -7.336736 -4.261167 0.399 0.770 0.392
H -2.099756 -5.095977 -5.169173 0.298 0.457 0.150
H -1.210278 -3.070531 -4.031665 0.056 0.674 -0.204
```
Positions in Å, forces in eV/Å.

Properties
* LUMO level: -4.469 eV
* HOMO energy: -11.189 eV
* net charge: +1

=====

[3]
Density functional theory data (ωB97M-V/def2-TZVPD) for a molecular structure, C26H20N6OSr.

```
54
Properties=species:S:1:pos:R:3:forces:R:3
Sr -0.245161 0.711597 -0.431404 -0.932 0.596 0.364
C -2.586215 -0.691839 4.221751 0.030 -0.005 -0.083
C -3.178144 -1.724084 3.512290 -0.059 -0.092 -0.071
C -3.089952 -1.827461 2.124904 0.063 0.084 0.278
C -2.389242 -0.869296 1.381926 0.301 0.092 -0.656
C -1.779413 0.177121 2.138324 -0.377 -0.277 -0.331
C -1.875076 0.271076 3.511715 -0.046 -0.101 -0.072
N -2.149094 -0.805155 -0.000904 -0.099 0.198 0.271
C -2.558260 -1.557233 -1.031668 -0.153 -0.106 -0.074
C -3.468456 -2.668919 -0.987280 0.226 0.275 -0.119
C -3.805155 -3.370724 -2.109547 -0.097 -0.190 -0.277
C -3.295316 -3.068175 -3.393770 -0.073 -0.010 0.308
C -2.441291 -2.010414 -3.503513 -0.040 0.007 -0.052
C -2.075820 -1.252059 -2.378032 0.412 0.616 0.282
N -1.197713 -0.161784 -2.507614 -0.804 -0.792 -0.052
N -0.744172 0.149126 -3.629503 0.813 0.870 -0.299
C 0.207014 1.265989 -3.587947 -0.761 -0.515 0.023
C 0.816870 1.569536 -4.791933 0.151 -0.079 -0.271
C 1.769871 2.569947 -4.822247 0.066 0.010 -0.178
C 2.085118 3.258551 -3.659819 -0.098 0.022 0.020
C 1.396203 2.925850 -2.510460 -0.231 -0.257 -0.044
N 0.469833 1.958852 -2.474438 0.015 0.010 -0.488
H -2.675419 -0.638657 5.299147 0.004 0.002 -0.039
H -3.732367 -2.487029 4.047134 0.013 0.017 -0.002
H -3.561811 -2.668411 1.650955 0.004 -0.032 0.038
H -1.250352 0.966909 1.612038 -0.264 0.041 0.547
H -1.400328 1.100404 4.022792 -0.005 -0.009 -0.006
H -3.911315 -2.955271 -0.052858 -0.053 -0.026 0.005
H -4.498500 -4.199480 -2.008848 0.019 0.025 0.014
H -3.578036 -3.651468 -4.259607 -0.009 -0.009 0.057
H -2.027593 -1.730354 -4.463668 0.023 0.042 0.057
H 0.551780 0.999666 -5.672126 0.017 0.022 0.031
H 2.271194 2.807727 -5.752478 -0.008 -0.001 0.025
H 2.831528 4.039638 -3.637931 -0.001 -0.015 -0.040
H 1.587507 3.434683 -1.572513 0.002 -0.050 0.003
O 1.581687 -0.416576 -0.362226 1.735 -0.909 0.602
C 2.511401 -0.619780 0.534389 -0.393 0.249 -0.252
C 3.358594 -1.745618 0.458387 0.103 -0.051 0.029
C 4.333787 -1.992681 1.399439 -0.003 0.029 0.015
C 4.530774 -1.120867 2.476612 -0.086 -0.050 -0.160
C 3.716821 -0.012989 2.571027 0.062 -0.003 0.062
C 2.708569 0.255797 1.637897 -0.249 0.561 0.241
C 1.882099 1.474719 1.860286 0.226 -0.264 -0.277
N 1.174623 2.175817 0.979594 0.198 0.630 0.521
C 0.619383 3.247810 1.673750 0.229 -0.332 -0.103
C 0.989288 3.191147 2.975904 0.116 -0.105 0.042
N 1.785414 2.071963 3.076736 0.015 -0.046 0.141
H 3.201833 -2.415588 -0.377688 0.015 -0.006 0.019
H 4.958712 -2.873211 1.296271 -0.021 0.037 0.015
H 5.306329 -1.297242 3.209028 -0.002 -0.019 -0.021
H 3.893189 0.686804 3.382475 0.021 -0.036 -0.024
H 0.007630 3.990774 1.186595 0.008 -0.053 -0.010
H 0.775181 3.824614 3.819242 0.011 -0.026 -0.033
H 2.191970 1.706245 3.919415 -0.033 0.031 0.025
```
Positions in Å, forces in eV/Å.

Properties
* LUMO level: -0.738 eV
* HOMO energy: -6.635 eV
* ΔE to the lowest compared entry with this formula, charge and spin: 17.09 kcal per mole
* net charge: 0

=====

[4]
Density functional theory data (ωB97M-V/def2-TZVPD) for a molecular structure, C26H21BCl2F2NORe.

```
55
Properties=species:S:1:pos:R:3:forces:R:3
Re -0.079270 0.673872 0.353478 -0.755 -0.431 0.556
C 0.431551 2.781248 2.747490 -0.023 -0.012 0.083
C -0.249517 1.484617 2.423462 0.279 0.102 -0.224
C 0.382195 0.233691 2.649103 0.018 -0.058 0.106
C -0.378641 -0.963049 2.750854 0.002 -0.035 0.011
C 0.272896 -2.191064 3.300306 -0.024 -0.022 0.015
C -1.666633 -0.961712 2.267280 -0.006 0.057 -0.067
C -2.208701 0.207587 1.650752 0.027 -0.269 0.081
C -3.613054 0.169710 1.123855 -0.002 0.025 0.002
C -1.563518 1.434857 1.894193 0.020 0.154 -0.035
H 0.277112 3.014636 3.803246 0.008 0.001 -0.002
H 0.023263 3.596302 2.151981 -0.001 0.002 0.000
H 1.501191 2.719262 2.555346 0.002 0.002 -0.001
H 1.422845 0.229374 2.951235 -0.008 0.030 0.064
H 0.422301 -2.079952 4.376462 0.021 -0.002 -0.010
H 1.259464 -2.337225 2.854197 -0.005 -0.003 -0.014
H -0.328725 -3.081375 3.128313 -0.007 0.002 0.005
H -2.266990 -1.862700 2.297168 0.017 -0.019 0.006
H -4.307510 0.119254 1.965924 -0.005 -0.011 -0.002
H -3.778847 -0.712855 0.506374 -0.009 0.005 -0.018
H -3.850434 1.055570 0.539703 0.007 -0.033 0.048
H -2.077150 2.359287 1.663807 -0.010 0.009 -0.010
Cl 4.932330 0.686661 -0.783904 -0.021 -0.004 0.007
C 3.931771 -0.656656 -0.431777 -0.008 0.022 0.016
C 4.528602 -1.931520 -0.279234 0.001 -0.007 0.001
C 3.772000 -3.048669 -0.095058 -0.021 0.054 -0.013
Cl 4.532081 -4.591281 0.028921 0.004 -0.014 0.005
C 2.354146 -2.959720 -0.022782 0.005 -0.030 0.007
C 1.473744 -4.057750 0.043789 0.009 0.017 -0.010
C 0.122494 -3.836880 0.026470 0.004 -0.021 -0.001
C -0.359792 -2.522955 0.032665 -0.035 0.013 -0.005
N 0.432666 -1.467839 0.034775 0.202 0.032 -0.260
C 1.784891 -1.677089 -0.078673 0.042 0.088 -0.024
C 2.573831 -0.527040 -0.331177 -0.215 -0.053 -0.158
O 1.821828 0.571441 -0.580471 0.166 0.009 0.521
H 5.604566 -2.007667 -0.349123 -0.003 0.002 0.002
H 1.875393 -5.061489 0.073091 -0.003 0.003 0.002
H -0.580775 -4.656990 0.024876 0.001 0.004 -0.001
H -1.421837 -2.326787 0.049550 -0.023 0.015 0.027
F 2.647473 2.712515 0.257656 -0.003 -0.001 0.007
B 1.977086 2.194204 -0.804089 -0.345 0.149 -0.248
F 2.488594 2.437750 -2.023996 0.082 -0.073 0.054
C 0.343092 2.296012 -0.661994 0.662 0.285 -0.364
C -0.948099 2.171034 -0.681338 -0.088 0.060 -0.193
C -2.203010 2.809957 -1.046464 0.052 -0.081 0.101
C -2.390926 4.166909 -0.785576 0.011 0.049 -0.015
C -3.589028 4.773976 -1.123930 -0.017 0.002 -0.006
C -4.590453 4.039218 -1.745546 0.024 -0.003 0.014
C -4.397034 2.692406 -2.023451 0.002 -0.011 -0.006
C -3.211071 2.073357 -1.663564 -0.042 0.006 -0.035
H -1.596291 4.743093 -0.327589 0.006 -0.017 -0.002
H -3.735656 5.825185 -0.915875 -0.003 -0.001 -0.004
H -5.519749 4.519333 -2.020905 -0.001 0.000 -0.002
H -5.171142 2.123894 -2.521091 -0.005 0.005 -0.001
H -3.053164 1.022370 -1.871962 0.018 0.009 -0.010
```
Positions in Å, forces in eV/Å.

Properties
* multiplicity: 2
* LUMO level (alpha / beta): -3.909 / -4.659 eV
* HOMO energy (alpha / beta): -10.675 / -11.509 eV
* ΔE to the lowest compared entry with this formula, charge and spin: 18.52 kcal per mole
* net charge: +1